ORCA calculation (ωB97M-V/def2-TZVPD) on C25H25HoN2P as an isolated structure at a distorted geometry.

Last column: Mulliken charge in e.
Positions of all 54 atoms, in Å:
C 4.219 -2.670 0.939  -0.38
C 3.334 -3.753 0.613  -0.41
C 2.175 -3.646 1.454  -0.65
C 2.336 -2.485 2.282  -0.52
C 3.591 -1.874 1.954  -0.59
Ho 2.081 -1.626 -0.195  0.09
N 3.283 -0.051 -1.097  -0.27
C 3.507 -0.803 -2.337  -0.23
C 2.844 -2.176 -2.391  -0.85
H 1.347 -4.356 1.495  0.40
H 3.545 -4.557 -0.095  0.41
H 1.652 -2.156 3.066  0.46
H 4.041 -1.018 2.460  0.40
H 5.228 -2.526 0.546  0.41
H 3.595 -2.972 -2.465  0.14
H 3.100 -0.199 -3.178  0.22
H 3.943 0.723 -0.992  0.06
H 2.092 -2.213 -3.186  0.24
H 4.593 -0.913 -2.550  0.26
N 0.015 -1.110 -0.208  -0.49
P -0.866 0.151 -0.008  0.83
C -0.785 0.842 1.693  0.50
C -1.687 0.325 2.638  -0.24
C -1.687 0.782 3.953  -0.66
C -0.757 1.741 4.359  -0.55
C 0.172 2.222 3.433  -0.54
C 0.172 1.776 2.104  -0.15
C -0.628 1.368 -1.351  0.68
C 0.566 2.090 -1.479  0.04
C 0.744 2.946 -2.573  -0.88
C -0.225 3.036 -3.580  -0.42
C -1.364 2.234 -3.503  -0.68
C -1.548 1.388 -2.413  -0.21
C -2.670 0.060 -0.094  -0.78
C -3.441 1.214 0.109  0.42
C -4.829 1.147 0.002  -0.79
C -5.446 -0.070 -0.310  -0.35
C -4.670 -1.211 -0.511  -0.75
C -3.275 -1.156 -0.405  -0.09
H -2.445 -0.403 2.324  0.38
H -2.442 0.409 4.643  0.38
H -0.789 2.131 5.376  0.36
H 0.889 2.983 3.742  0.38
H 0.887 2.180 1.381  0.19
H 1.369 1.962 -0.746  -0.03
H 1.641 3.561 -2.634  0.36
H -0.109 3.738 -4.407  0.36
H -2.128 2.271 -4.279  0.38
H -2.441 0.758 -2.376  0.33
H -2.963 2.169 0.346  0.35
H -5.425 2.047 0.161  0.37
H -6.533 -0.112 -0.396  0.36
H -5.154 -2.158 -0.754  0.38
H -2.654 -2.040 -0.561  0.40

## Properties
Highest occupied orbital energy (spin up / spin down) (eV): -3.23 / -3.20
Strongest force on any atom (hartree/bohr): 0.0460
Spin multiplicity: 5
Energy (Ha): -2366.610694
Net charge: -1
Kohn-Sham gap (spin up / spin down) (eV): 5.9 / 5.9

=====

ORCA calculation (ωB97M-V/def2-TZVPD) on C28H40CaIN2O2P4S2 as an isolated structure.

Last column: Mulliken charge in e.
Positions of all 80 atoms, in Å:
Ca -0.116 -0.285 -0.044  1.27
C -0.726 4.631 -1.018  -1.41
P -1.149 2.867 -0.758  1.11
C -1.487 2.838 1.046  -1.42
C -2.856 2.884 -1.460  -1.28
C -3.645 1.603 -1.176  -1.19
P -2.672 0.082 -1.495  0.99
C -3.931 -1.226 -1.305  -1.24
C -2.435 0.125 -3.304  -1.43
H 0.223 4.877 -0.544  0.34
H -1.499 5.290 -0.619  0.46
H -0.618 4.820 -2.087  0.41
H -2.201 3.611 1.334  0.48
H -0.556 2.988 1.600  0.33
H -1.888 1.865 1.346  0.32
H -2.745 3.021 -2.538  0.42
H -3.400 3.754 -1.083  0.61
H -4.563 1.576 -1.769  0.58
H -3.947 1.570 -0.126  0.34
H -4.844 -0.985 -1.854  0.56
H -4.169 -1.366 -0.250  0.35
H -3.530 -2.162 -1.699  0.21
H -3.387 0.266 -3.819  0.48
H -1.991 -0.824 -3.616  0.28
H -1.755 0.929 -3.589  0.32
C 0.517 -0.452 4.051  -1.32
P 1.557 -0.433 2.553  1.34
C 2.690 -1.831 2.872  -1.42
C 2.631 1.031 2.842  0.03
C 3.130 1.301 4.115  -0.80
C 3.915 2.414 4.359  -0.92
C 4.219 3.281 3.319  -0.73
C 3.758 3.012 2.039  -0.82
C 2.972 1.889 1.784  0.25
P 2.442 1.445 0.093  1.94
C 2.855 2.929 -0.894  -1.47
C 3.811 0.326 -0.410  -1.15
H 1.109 -0.451 4.967  0.53
H -0.088 -1.355 4.022  0.39
H -0.147 0.412 4.052  0.37
H 3.167 -1.734 3.848  0.45
H 3.462 -1.883 2.106  0.34
H 2.102 -2.754 2.844  0.38
H 2.903 0.633 4.936  0.30
H 4.288 2.606 5.356  0.42
H 4.827 4.158 3.500  0.42
H 4.027 3.690 1.237  0.33
H 3.927 3.137 -0.907  0.53
H 2.332 3.796 -0.497  0.43
H 2.527 2.773 -1.924  0.07
H 4.782 0.759 -0.169  0.48
H 3.754 0.144 -1.486  0.37
H 3.720 -0.632 0.103  0.14
O -1.571 -1.290 1.687  -0.61
S -1.183 -2.696 1.499  1.07
O -0.367 -3.243 2.545  -0.71
N -0.499 -2.733 0.023  -0.56
C -1.237 -3.472 -0.846  0.32
S -0.972 -3.586 -2.474  -0.25
C -2.408 -4.126 -0.182  -0.02
C -3.327 -4.999 -0.735  -0.55
C -4.361 -5.460 0.069  -0.61
C -4.480 -5.060 1.398  -0.64
C -3.557 -4.189 1.961  -0.63
C -2.542 -3.742 1.139  -0.02
H -3.225 -5.305 -1.768  0.48
H -5.089 -6.148 -0.341  0.41
H -5.298 -5.438 1.997  0.43
H -3.628 -3.875 2.994  0.50
I 2.022 2.265 -5.258  0.11
C 1.985 0.535 -4.111  -0.56
C 2.741 -0.582 -4.440  -0.27
C 2.659 -1.699 -3.626  -1.01
C 1.833 -1.666 -2.514  -0.65
N 1.115 -0.585 -2.194  0.71
C 1.186 0.490 -2.985  -0.36
H 3.371 -0.582 -5.319  0.44
H 3.220 -2.594 -3.851  0.48
H 1.723 -2.528 -1.866  0.53
H 0.586 1.347 -2.686  0.22

## Properties
Highest occupied orbital energy (eV): -10.61
Strongest force on any atom (hartree/bohr): 0.0054
Energy (Ha): -4488.007827
Net charge: +1
Kohn-Sham gap (eV): 8.1

=====

ORCA calculation (ωB97M-V/def2-TZVPD) on C18H33ClNO6PPtSi as an isolated structure at a distorted geometry.

Last column: Mulliken charge in e.
Positions of all 62 atoms, in Å:
Pt -1.188 0.430 -0.216  1.00
O -1.937 1.328 3.367  -0.57
C -1.321 2.012 2.601  0.20
C -0.784 3.426 2.856  -0.51
C -0.281 3.932 1.497  -0.52
C -0.405 2.707 0.637  0.47
O -0.175 2.538 -0.572  -0.68
N -0.917 1.671 1.316  -0.08
H 0.012 3.344 3.596  0.25
H -1.576 4.032 3.289  0.34
H 0.742 4.305 1.495  0.31
H -0.917 4.708 1.071  0.30
C -3.761 -4.587 1.489  -0.95
Si -2.963 -3.274 2.558  -0.17
C -4.207 -2.531 3.734  -0.96
C -1.505 -3.983 3.483  -0.97
C -2.348 -1.931 1.469  -0.55
C -1.886 -1.028 0.810  0.83
H -4.050 -5.455 2.086  0.36
H -3.073 -4.924 0.711  0.31
H -4.657 -4.199 1.001  0.26
H -4.578 -3.268 4.450  0.33
H -5.061 -2.130 3.184  0.30
H -3.753 -1.707 4.287  0.31
H -1.816 -4.804 4.133  0.31
H -1.033 -3.216 4.100  0.30
H -0.753 -4.363 2.790  0.31
C -3.636 -2.498 -2.072  -1.15
C -4.575 -1.327 -2.300  1.56
C -5.170 -0.809 -1.001  -1.38
C -5.658 -1.684 -3.303  -1.92
O -3.849 -0.231 -2.976  0.37
P -2.647 0.626 -2.456  0.37
O -1.421 -0.281 -2.143  -0.68
O -2.894 1.423 -1.171  -0.83
O -2.329 1.582 -3.640  -0.10
C -2.512 1.454 -5.092  1.79
C -3.984 1.626 -5.423  -1.46
C -1.966 0.112 -5.550  -1.46
C -1.688 2.601 -5.651  -1.77
H -4.226 -3.362 -1.760  0.45
H -2.909 -2.292 -1.290  0.10
H -3.110 -2.752 -2.993  0.32
H -5.799 -1.587 -0.565  0.47
H -5.784 0.072 -1.187  0.33
H -4.393 -0.553 -0.282  0.20
H -6.271 -2.495 -2.910  0.47
H -5.213 -2.010 -4.244  0.36
H -6.301 -0.824 -3.495  0.38
H -4.577 0.807 -5.024  0.13
H -4.106 1.649 -6.507  0.49
H -4.354 2.567 -5.015  0.35
H -2.552 -0.712 -5.144  0.16
H -0.928 -0.002 -5.238  0.35
H -2.009 0.058 -6.639  0.49
H -2.048 3.551 -5.258  0.38
H -1.769 2.617 -6.739  0.42
H -0.640 2.484 -5.377  0.41
Cl 1.176 -0.488 1.870  -0.18
C 0.629 -0.409 0.187  -0.84
H 0.647 -1.412 -0.227  0.45
H 1.330 0.222 -0.356  0.39

## Properties
Highest occupied orbital energy (eV): -9.09
Strongest force on any atom (hartree/bohr): 0.0263
Energy (Ha): -2422.366052
Kohn-Sham gap (eV): 9.2

=====

ORCA calculation (ωB97M-V/def2-TZVPD) on C17H23BrFIIrN2O as an isolated structure.

Last column: Mulliken charge in e.
Positions of all 47 atoms, in Å:
Ir -0.185 -0.294 0.360  2.18
C 6.410 3.081 1.104  -2.16
C 5.239 4.041 1.315  2.02
C 5.384 5.213 0.335  -1.59
C 5.290 4.563 2.757  -1.60
C 3.895 3.355 1.079  -0.57
C 3.789 2.023 0.719  -0.48
C 2.513 1.527 0.547  0.37
Br 2.219 -0.305 0.062  -0.19
C 1.337 2.223 0.688  0.67
O 0.135 1.634 0.447  -1.14
C 1.427 3.583 1.055  -0.73
C 2.707 4.085 1.235  -0.06
C 0.177 4.445 1.246  1.90
C -0.699 3.851 2.359  -1.54
C 0.538 5.876 1.650  -2.16
C -0.613 4.525 -0.070  -1.13
H 7.346 3.609 1.281  0.43
H 6.441 2.696 0.082  0.42
H 6.374 2.237 1.797  0.42
H 6.349 5.701 0.480  0.46
H 4.608 5.964 0.484  0.32
H 5.329 4.867 -0.699  0.37
H 6.254 5.038 2.946  0.46
H 5.166 3.749 3.474  0.37
H 4.514 5.305 2.949  0.33
H 4.654 1.390 0.587  0.58
H 2.802 5.122 1.521  0.41
H -0.143 3.788 3.295  0.37
H -1.064 2.857 2.106  0.22
H -1.564 4.496 2.527  0.45
H 1.070 5.910 2.602  0.43
H -0.382 6.450 1.770  0.44
H 1.142 6.377 0.892  0.41
H -0.989 3.548 -0.372  -0.19
H 0.011 4.917 -0.876  0.36
H -1.464 5.195 0.055  0.50
F -1.766 -1.236 0.742  -0.52
I -1.812 -1.392 -5.422  0.22
C -1.552 -0.543 -3.569  -0.66
C -2.086 0.641 -3.104  -0.11
N -1.653 0.811 -1.847  -0.07
N -0.856 -0.208 -1.485  -0.09
C -0.787 -1.046 -2.515  -0.27
H -2.722 1.368 -3.579  0.48
H -1.810 1.578 -1.210  0.19
H -0.207 -1.951 -2.454  0.48

## Properties
Highest occupied orbital energy (eV): -11.57
Strongest force on any atom (hartree/bohr): 0.0057
Energy (Ha): -3921.934215
Net charge: +1
Kohn-Sham gap (eV): 6.5

=====

Question: Which value of strongest force on any atom does entry 4 give?
Answer: 0.0057 hartree/bohr